[1]
Molecular formula: C3H10O3
Method: DFT, ωB97M-V/def2-TZVPD

Last column: Mulliken charge in e.
CARTESIAN COORDINATES (ANGSTROEM)
C: -1.69833 -0.58914 -0.07254  -0.8205
O: -1.37683 0.30350 -0.99185  -0.0987
C: -0.80664 -0.48965 1.25533  -0.5828
C: 0.01716 -1.56433 1.45679  -1.2594
H: -1.73188 -1.56164 -0.59312  0.3690
H: -2.66772 -0.30760 0.21724  0.2000
H: -0.60611 0.76389 -0.84449  0.0316
H: -1.32610 0.13080 2.00684  0.4521
H: 0.47924 -1.72797 2.36074  0.5110
H: 0.53814 -1.97949 0.60004  0.3230
H: 2.22035 1.21611 -1.14412  0.3345
H: 1.10763 0.44987 -1.97180  0.3437
O: 2.02074 0.82813 -1.99509  -0.7716
H: 0.97101 1.48886 1.34132  0.2160
H: 1.52567 0.25871 1.13944  0.3321
O: 1.15817 1.00927 0.61824  -0.5798

Values from the calculation:
- molecular weight (g/mol) = 94.11
- orbital gap (spin up / spin down) (eV) = 3.4 / 7.8
- HOMO energy (spin up / spin down) (eV) = 0.74 / -3.79
- spin multiplicity = 2
- relative energy (zero: lowest compared OMol25 entry of this formula, charge and spin) (eV) = 2.734
- expectation value of S² = 0.753
- DFT total energy (eV) = -9412.0041
- total charge = -1

=====

[2]
Molecular formula: C7H10
Method: DFT, ωB97M-V/def2-TZVPD

Last column: Mulliken charge in e.
CARTESIAN COORDINATES (ANGSTROEM)
C: -1.32499 -0.64921 0.94378  -0.9234
C: -1.90006 0.20367 -0.14744  -0.5773
C: -0.41769 0.04530 -0.03791  0.8074
C: 0.48200 1.18741 0.43002  -0.7532
C: 1.86289 0.61216 0.18991  -0.4018
C: 1.82554 -0.48871 -0.56371  -0.3755
C: 0.40894 -0.83758 -0.97753  -0.7409
H: -1.38015 -1.73478 0.87172  0.2464
H: -1.32159 -0.26500 1.96043  0.2466
H: -2.32377 1.16323 0.14569  0.2531
H: -2.38908 -0.26327 -0.99795  0.2485
H: 0.31257 2.10660 -0.15848  0.2489
H: 0.31157 1.44618 1.48573  0.3376
H: 2.76185 1.07736 0.59019  0.3977
H: 2.68306 -1.09417 -0.85760  0.3955
H: 0.23815 -0.60732 -2.04259  0.2497
H: 0.17075 -1.90187 -0.83427  0.3407

Values from the calculation:
- structure (SMILES) = C1=CCC2(C1)CC2
- molecular weight (g/mol) = 94.16
- orbital gap (eV) = 10.3
- HOMO energy (eV) = -9.08
- relative energy (zero: lowest compared OMol25 entry of this formula, charge and spin) (eV) = 1.193
- DFT total energy (eV) = -7419.8415

=====

[3]
Molecular formula: C4H4Cl2O
Method: DFT, ωB97M-V/def2-TZVPD

Last column: Mulliken charge in e.
CARTESIAN COORDINATES (ANGSTROEM)
C: 1.41419 -1.51185 -0.82284  0.0127
C: 1.15509 -0.53841 -0.16144  -0.6021
C: -2.15039 0.76910 -0.36149  0.1444
C: 1.09821 0.66558 0.69768  -0.3207
O: -1.67450 -0.46261 -0.29649  -0.3435
Cl: -3.79501 0.71008 0.21281  -0.1445
Cl: 1.54374 2.05123 -0.22256  -0.1352
H: 1.19747 -2.31176 -1.49298  0.4073
H: -0.73382 -0.46633 -0.28354  0.3050
H: 1.79638 0.41673 1.57645  0.2894
H: 0.14864 0.67824 1.15439  0.3872

Values from the calculation:
- molecular weight (g/mol) = 138.98
- orbital gap (spin up / spin down) (eV) = 8.0 / 9.2
- HOMO energy (spin up / spin down) (eV) = -7.39 / -10.99
- spin multiplicity = 3
- relative energy (zero: lowest compared OMol25 entry of this formula, charge and spin) (eV) = 2.226
- expectation value of S² = 2.005
- DFT total energy (eV) = -31298.2926

=====

[4]
Molecular formula: C28H78N6O8
Method: DFT, ωB97M-V/def2-TZVPD

Last column: Mulliken charge in e.
CARTESIAN COORDINATES (ANGSTROEM)
C: 0.25151 -0.25442 0.02538  -1.0180
C: -0.45708 -0.58775 1.33122  -0.0029
O: 0.01842 0.39238 2.24615  -0.1050
H: -0.05843 -1.01031 -0.70404  -0.0078
H: 1.33475 -0.25978 0.11782  0.5167
H: -0.08121 0.74522 -0.25886  0.3616
H: -0.16125 -1.60986 1.60972  0.3532
H: -1.54748 -0.45327 1.31139  0.0177
H: -0.23085 0.07467 3.12588  0.0363
C: 2.65611 -2.30396 2.78218  -0.2038
C: 3.62209 -3.01036 1.86831  -0.6157
O: 4.49909 -3.81277 2.66658  -0.5612
H: 1.91626 -1.74531 2.20067  -0.2545
H: 3.06174 -1.68150 3.58279  0.1851
H: 2.11556 -3.03296 3.40171  0.4155
H: 4.23889 -2.35943 1.25188  0.3723
H: 3.05837 -3.67364 1.20197  0.2429
H: 3.97511 -4.35023 3.26544  0.3324
C: 3.55094 1.82458 2.93640  -1.5953
C: 2.65110 2.99812 3.30696  1.1797
C: 3.38311 4.26313 3.68922  -0.9215
O: 2.34908 5.19018 4.06804  -0.2907
C: 2.78638 6.40301 4.59915  -0.7581
N: 1.65245 3.21923 2.25666  -0.8188
H: 3.84367 1.99124 1.89343  0.4114
H: 3.13289 0.82045 2.99389  0.2037
H: 4.50109 1.78107 3.47604  0.4119
H: 2.08461 2.74533 4.21864  -0.0269
H: 3.82648 4.74384 2.80506  0.3543
H: 4.09417 4.21375 4.51535  0.4460
H: 3.62404 6.30458 5.30033  0.2937
H: 1.99153 6.86032 5.19186  0.2428
H: 3.03510 7.09921 3.78968  0.2789
H: 1.03720 3.95136 2.59824  0.3148
H: 1.11399 2.36089 2.21163  0.1762
C: -3.42573 0.48867 -3.74192  -1.5996
C: -2.39737 -0.64172 -3.72222  1.4653
C: -2.97394 -2.05099 -3.48565  -0.3828
O: -3.77690 -2.06151 -2.31147  -0.4538
C: -3.11153 -1.98480 -1.06850  -0.2596
N: -1.55197 -0.64889 -4.92133  -0.6159
H: -2.93654 1.41841 -4.02892  0.4598
H: -3.98041 0.59027 -2.81389  0.2957
H: -4.12148 0.20749 -4.54030  0.3693
H: -1.68684 -0.45640 -2.91085  -0.7531
H: -2.13643 -2.72797 -3.27238  0.1310
H: -3.59430 -2.40095 -4.30797  0.3797
H: -3.86429 -1.79798 -0.30008  0.3596
H: -2.46336 -1.10839 -1.10600  0.0276
H: -2.68348 -2.95347 -0.79654  0.0947
H: -1.07375 -1.55516 -4.91518  0.2329
H: -2.03957 -0.78273 -5.81110  0.2397
C: 2.37576 -2.96228 -2.73170  -1.1857
C: 2.50667 -4.32400 -2.03830  1.5214
C: 1.33926 -5.32512 -2.28576  -1.0230
O: 0.08317 -4.69557 -2.11587  -0.1313
C: -0.88282 -5.53328 -1.52231  -0.8975
N: 3.80658 -4.84498 -2.44235  -0.6972
H: 1.34316 -2.60750 -2.70716  0.1070
H: 2.67329 -2.97750 -3.78254  0.3495
H: 3.02229 -2.23970 -2.23447  0.2959
H: 2.51403 -4.17269 -0.95769  -0.5050
H: 1.53967 -6.05437 -1.49218  0.4464
H: 1.36412 -5.76624 -3.28477  0.2742
H: -0.57787 -5.73875 -0.49084  0.3569
H: -0.95762 -6.49136 -2.05422  0.3700
H: -1.89325 -5.12982 -1.55398  0.1986
H: 3.85738 -5.01013 -3.43811  0.2573
H: 3.99230 -5.69669 -1.92204  0.2824
C: -4.82007 5.93711 -0.10640  -1.5389
C: -4.26250 4.52504 -0.03454  0.4024
C: -5.23932 3.58153 0.64847  -0.7149
O: -5.06851 2.19445 0.48433  -0.3744
C: -3.86291 1.70127 1.01663  -0.4716
N: -3.97431 4.11612 -1.43253  -0.5860
H: -5.74502 5.93367 -0.68368  0.3531
H: -4.05564 6.62154 -0.46990  0.3616
H: -5.02995 6.37285 0.87801  0.3796
H: -3.32966 4.57812 0.53527  0.3097
H: -6.22728 3.78360 0.22201  0.3704
H: -5.33312 3.88445 1.70034  0.3495
H: -3.86128 0.61620 0.89967  0.1336
H: -3.68540 1.98486 2.05725  0.3273
H: -3.01023 2.01807 0.40045  0.1934
H: -4.87773 4.03616 -1.89249  0.3105
H: -3.57993 3.18091 -1.38991  0.1873
C: 1.56180 -1.72815 6.64431  -1.5867
C: 0.68547 -0.83588 5.74870  1.2693
C: -0.67724 -1.53150 5.56087  -0.8775
O: -1.38661 -0.70305 4.67620  -0.1916
C: -2.64801 -1.27118 4.29121  -0.7875
N: 0.62709 0.53822 6.25710  -0.6427
H: 1.35665 -2.78607 6.48076  0.3854
H: 1.44649 -1.53594 7.71320  0.4244
H: 2.59685 -1.48039 6.40495  0.3621
H: 1.23650 -0.75834 4.80707  -0.5115
H: -1.14873 -1.67024 6.54213  0.3724
H: -0.41950 -2.50840 5.13285  0.4089
H: -2.52479 -2.28171 3.90152  0.3505
H: -3.19546 -0.57304 3.66326  0.1255
H: -3.22530 -1.31266 5.22606  0.3490
H: 0.12435 1.06392 5.54503  0.3020
H: 0.01613 0.53628 7.07306  0.2908
C: 1.40014 1.15763 -3.57065  -1.0095
C: 1.30517 1.50049 -5.02091  0.4825
C: 1.75404 0.42084 -6.00048  -0.4465
O: 1.87741 0.94861 -7.29213  -0.3649
C: 2.61173 0.13782 -8.15458  -0.7403
N: -0.08102 1.94344 -5.30288  -0.7829
H: 1.35240 2.02414 -2.91567  0.3445
H: 2.31053 0.58658 -3.34337  0.4116
H: 0.66531 0.43354 -3.19756  -0.1133
H: 1.87561 2.39831 -5.29475  0.2757
H: 0.99995 -0.37897 -6.03813  0.1531
H: 2.68711 0.00196 -5.59348  0.3924
H: 2.76723 0.56899 -9.14185  0.2796
H: 2.10124 -0.82695 -8.29296  0.2923
H: 3.61608 -0.10610 -7.78339  0.2925
H: -0.63644 1.12302 -5.02316  0.2505
H: -0.22699 2.03785 -6.30356  0.2694

Values from the calculation:
- structure (SMILES) = COC[C@H](C)N.COC[C@H](C)N.COC[C@H](C)N.COC[C@H](C)N.COC[C@H](C)N.COC[C@H](C)N.CCO.CCO
- molecular weight (g/mol) = 626.97
- orbital gap (eV) = 8.7
- HOMO energy (eV) = -8.42
- relative energy (zero: lowest compared OMol25 entry of this formula, charge and spin) (eV) = 2.002
- DFT total energy (eV) = -55616.8831

=====

[5]
Molecular formula: C12H27ClFeIN2P2
Method: DFT, ωB97M-V/def2-TZVPD

Last column: Mulliken charge in e.
CARTESIAN COORDINATES (ANGSTROEM)
C: 0.28835 -0.86075 -0.90126  -0.4737
I: -1.95524 0.82140 1.33161  0.2820
H: 0.65813 -1.87921 -0.77496  0.5446
H: 0.84633 -0.16991 -0.27516  0.0450
H: 0.40305 -0.59654 -1.96097  0.3809
Fe: -1.70881 -0.88671 -0.50131  -0.5265
P: -1.12657 -2.37472 1.14297  0.7957
C: 0.22354 -1.79614 2.22912  -1.0276
C: -2.58050 -2.65751 2.19220  -1.1077
H: -2.40782 -3.55290 2.80019  0.4196
H: -0.52323 -4.71148 1.38575  0.4462
H: -3.45506 -2.80800 1.54789  0.4034
H: -1.36192 -4.36367 -0.17306  0.4049
H: -0.14650 -1.03039 2.92283  0.3295
H: -2.75093 -1.79144 2.83957  0.3577
C: -0.59929 -4.01718 0.53666  -1.2042
H: 0.58931 -2.67067 2.78136  0.4718
H: 0.36920 -3.96632 0.02149  0.4119
H: 1.04398 -1.36155 1.64683  0.2920
P: -1.74877 0.87066 -1.96030  0.8507
C: -0.62540 2.25362 -1.53858  -0.9207
C: -1.44352 0.51430 -3.72298  -1.1566
H: -4.15050 0.72277 -1.92872  0.4095
H: -3.59787 2.22943 -2.73303  0.4309
H: -3.56003 2.09662 -0.94373  0.3456
C: -3.43424 1.55251 -1.88521  -1.0774
H: -1.96027 -0.41983 -3.97857  0.3861
H: -1.85723 1.34300 -4.31375  0.4504
H: -0.75349 3.04966 -2.28388  0.4996
H: 0.42211 1.92428 -1.52269  0.1972
H: -0.37327 0.40801 -3.94831  0.3923
H: -0.85972 2.64684 -0.54009  0.3137
Cl: -2.97430 -2.21998 -1.63906  -0.3230
N: 3.08743 1.33334 -1.15575  -0.3363
C: 3.04087 1.62176 0.17815  0.7905
C: 4.18581 2.15513 0.82686  -0.7882
C: 4.12577 2.38568 2.19602  -0.3733
C: 2.91006 2.13668 2.85997  -0.8501
C: 1.81318 1.67811 2.11956  -0.1004
N: 1.87505 1.40054 0.80938  -0.0964
H: 2.41547 0.65936 -1.50828  0.1303
H: 3.96357 1.43435 -1.64517  0.2382
H: 5.06368 2.33421 0.20563  0.3190
H: 5.00355 2.75653 2.72656  0.4205
H: 2.78688 2.28272 3.93109  0.3928
H: 0.83915 1.52338 2.60313  0.2097

Values from the calculation:
- molecular weight (g/mol) = 479.51
- orbital gap (spin up / spin down) (eV) = 4.8 / 2.3
- HOMO energy (spin up / spin down) (eV) = -13.42 / -13.41
- spin multiplicity = 6
- relative energy (zero: lowest compared OMol25 entry of this formula, charge and spin) (eV) = 3.299
- expectation value of S² = 8.820
- DFT total energy (eV) = -89434.4534
- total charge = +2

=====

[6]
Molecular formula: C43H50BFN11O4Os
Method: DFT, ωB97M-V/def2-TZVPD

Last column: Mulliken charge in e.
CARTESIAN COORDINATES (ANGSTROEM)
Os: 0.78178 -2.43043 0.89778  3.0232
C: -2.04692 -3.71863 2.29158  -1.1478
C: -1.02262 -3.18983 3.22258  0.6943
C: -0.91732 -3.35363 4.60178  -1.7488
C: 0.25108 -2.71133 4.95678  0.3189
N: 0.81468 -2.17433 3.86298  0.8900
N: 0.02188 -2.46113 2.79208  -0.3771
B: 2.19238 -1.51143 3.57688  -0.8297
N: 2.96088 -2.59553 2.77058  1.3803
C: 4.12898 -3.20293 3.03438  0.0043
C: 4.20438 -4.36693 2.29348  -1.5088
C: 3.01058 -4.43453 1.57388  0.6511
C: 2.50208 -5.51333 0.69968  -1.3955
N: 2.28768 -3.34233 1.86198  -0.2896
N: 1.92238 -0.25823 2.72398  1.0933
C: 1.72958 1.00177 3.14998  0.0144
C: 1.39478 1.78227 2.06308  -1.8107
C: 1.39288 0.90837 0.97038  0.5090
C: 1.13518 1.23457 -0.45842  -0.9613
N: 1.71798 -0.31343 1.39628  -0.5572
N: 3.05898 -1.09583 4.75108  0.7789
C: 3.05998 -1.33913 6.09618  -0.3469
C: 4.18018 -0.77473 6.63048  -0.9749
C: 4.85938 -0.17833 5.52188  0.5540
C: 6.12078 0.55867 5.53958  -1.3060
N: 4.14208 -0.40343 4.41818  -1.2113
H: -3.02562 -3.72503 2.76628  0.4657
H: -1.80822 -4.74993 2.02378  0.2892
H: -2.09212 -3.11123 1.38468  0.0769
H: -1.58312 -3.88383 5.25068  0.5612
H: 0.67868 -2.62623 5.93178  0.4473
H: 4.85288 -2.79343 3.70968  0.6085
H: 5.00848 -5.07283 2.29578  0.5653
H: 2.61308 -6.47163 1.20708  0.5218
H: 3.07138 -5.56203 -0.22652  0.2802
H: 1.44788 -5.35373 0.46668  0.1567
H: 1.82508 1.27757 4.18028  0.6190
H: 1.18978 2.83367 2.05118  0.5956
H: 2.00958 1.72187 -0.88952  0.4241
H: 0.29808 1.92617 -0.54052  0.4482
H: 0.91628 0.33267 -1.02632  -0.2747
H: 2.29048 -1.88203 6.59708  0.3630
H: 4.49498 -0.77013 7.65268  0.4992
H: 6.48068 0.69067 6.55738  0.3803
H: 6.01118 1.52637 5.04188  0.3007
H: 6.88268 0.02947 4.95598  0.2869
F: -3.70882 2.50067 2.34098  -0.3491
C: -3.56492 2.10587 1.06658  -0.0831
C: -2.74962 1.02747 0.83348  -0.5125
C: -2.53202 0.52547 -0.46272  1.2326
C: -1.63292 -0.59803 -0.72522  0.0516
O: -0.99392 -1.17553 0.19358  -0.2590
C: -1.52102 -0.91303 -2.12602  -0.2524
C: -2.24012 -0.22643 -3.08142  -0.6302
N: -3.00842 0.81627 -2.82462  0.1651
C: -3.52092 1.59417 -3.92752  -0.3920
C: -2.62322 1.81547 -5.10832  -1.0070
C: -2.89322 2.94147 -4.16242  -0.4057
C: -3.19422 1.20997 -1.51372  -0.1991
C: -4.00762 2.30717 -1.25312  -0.8122
C: -4.25262 2.79987 0.03078  -0.3323
N: -5.06482 3.87917 0.22858  0.1568
C: -5.12942 4.61917 1.48518  -0.5688
C: -5.85682 5.95377 1.30038  -1.0157
N: -5.40802 6.61657 0.04848  -0.0412
C: -5.71582 5.78327 -1.16062  -0.6645
C: -6.03702 4.34297 -0.73792  -0.8518
C: -0.48362 -1.79283 -2.69192  0.0179
O: -0.18562 -1.72643 -3.86752  -0.5009
O: 0.13848 -2.54743 -1.80332  -0.4040
H: -2.27142 0.55447 1.67738  0.6177
H: -2.14142 -0.52693 -4.11622  1.1783
H: -4.58352 1.46367 -4.09282  0.5358
H: -3.06962 1.84397 -6.08942  0.3079
H: -1.63812 1.37457 -5.09312  0.3262
H: -3.52002 3.75547 -4.49052  0.3157
H: -2.09002 3.23627 -3.50162  0.1975
H: -4.45182 2.79167 -2.10232  0.4915
H: -4.11202 4.80247 1.84328  0.5000
H: -5.65772 4.05327 2.26248  0.3866
H: -5.64342 6.59517 2.15748  0.4291
H: -6.93792 5.82477 1.24638  0.4128
H: -4.39662 6.78017 0.11038  0.3980
H: -5.84922 7.54207 -0.03352  0.3812
H: -4.85602 5.80157 -1.83382  0.3943
H: -6.57352 6.20217 -1.68782  0.4187
H: -6.06242 3.70917 -1.62122  0.4548
H: -7.03672 4.28517 -0.29332  0.3346
C: 3.10718 0.98277 -5.84492  -1.6972
C: 2.88798 -0.15283 -4.91352  0.3183
C: 2.21648 -1.29683 -5.29092  -0.6061
C: 1.94768 -2.33203 -4.37602  1.0931
C: 1.60128 -3.65303 -4.94292  -1.7773
C: 2.27958 -2.12493 -2.99492  0.3659
C: 1.55798 -2.96233 -1.94222  0.1238
O: 2.00928 -2.87373 -0.70282  -0.9656
C: 3.15078 -1.09323 -2.64692  0.8065
C: 3.83058 -0.99753 -1.32372  -1.0103
C: 3.40818 -0.10463 -3.60612  -0.8905
H: 2.57088 0.84057 -6.77862  0.3976
H: 4.16588 1.10127 -6.07612  0.4059
H: 2.77938 1.91067 -5.37612  0.4116
H: 1.92128 -1.43043 -6.32002  0.5004
H: 0.89628 -3.55063 -5.76532  0.4348
H: 1.22568 -4.36873 -4.21552  0.3260
H: 2.51538 -4.07443 -5.37432  0.4504
H: 1.52088 -4.01763 -2.29302  0.3493
H: 4.30238 -1.94973 -1.09712  0.3115
H: 3.14518 -0.78113 -0.50492  0.0331
H: 4.59608 -0.22773 -1.35102  0.5914
H: 3.99548 0.75577 -3.31542  0.5433

Values from the calculation:
- molecular weight (g/mol) = 1004.99
- orbital gap (spin up / spin down) (eV) = 6.4 / 4.0
- HOMO energy (spin up / spin down) (eV) = -16.38 / -16.38
- spin multiplicity = 6
- expectation value of S² = 8.795
- DFT total energy (eV) = -75807.8846
- total charge = +4